The following is a quantum chemistry calculation of a molecular structure, C3H2LiLuO3, from the Open Molecules 2025 dataset.

```
10
Properties=species:S:1:pos:R:3:forces:R:3
C -3.063 -0.567 0.226 -2.2 -1.8 -0.8
C -2.068 0.276 0.297 4.4 5.1 1.8
O -1.263 1.105 0.517 -3.0 -3.4 -1.2
Li 0.646 1.490 0.480 0.7 0.4 0.0
H -3.366 -0.950 -0.748 -0.2 -0.2 -0.1
H -3.610 -0.820 1.135 -0.1 -0.1 0.3
O 3.410 -1.126 -0.868 0.7 0.3 0.0
C 2.331 -0.605 -0.597 0.6 0.1 0.0
Lu 4.777 0.636 -0.312 -1.0 -1.0 -0.3
O 2.207 0.561 -0.130 0.1 0.6 0.3
```
Positions in Å, forces in eV/Å.

## Properties
ΔE to the lowest compared entry with this formula, charge and spin ... 0.0 kJ/mol
Charge ... +3
Lowest unoccupied orbital energy (alpha / beta) ... -13.2 / -16.3 eV
2S+1 ... 2

The following is a quantum chemistry calculation of a molecular structure, C3H2LiO3Yb, from the Open Molecules 2025 dataset.

```
10
Properties=species:S:1:pos:R:3:forces:R:3
O -1.348 -1.072 1.659 0.2 -2.9 -0.6
O -0.270 -0.228 -0.680 0.3 -1.6 -0.7
C 0.333 0.113 -1.842 -0.1 0.1 0.6
C 0.254 0.255 0.567 -0.8 3.0 0.0
O 1.298 0.913 -1.752 -0.1 -0.3 -0.8
C -0.661 0.099 1.553 2.6 -0.5 0.3
Li -0.494 -0.759 -3.545 0.1 0.2 0.4
H -0.568 0.592 2.526 0.1 0.1 -0.2
H -0.635 -1.769 1.400 -2.4 1.7 0.5
Yb 2.092 1.854 0.115 0.1 0.2 0.4
```
Positions in Å, forces in eV/Å.

## Properties
ΔE to the lowest compared entry with this formula, charge and spin ... 0.0 kJ/mol
Lowest unoccupied orbital energy (alpha / beta) ... -1.3 / -1.3 eV
2S+1 ... 2

The following is a quantum chemistry calculation of a molecular structure, C3H2LuO2, from the Open Molecules 2025 dataset.

```
8
Properties=species:S:1:pos:R:3:forces:R:3
O 1.413 0.262 -0.635 -1.4 9.9 3.6
C 0.169 -1.764 0.112 0.2 -0.5 1.3
C -0.409 -1.417 -0.913 -1.0 0.3 -1.0
H 0.415 -2.078 1.114 0.6 -0.3 -0.1
H -1.135 -1.147 -1.663 0.4 -0.1 -0.6
C 1.071 1.550 -0.088 0.5 -10.9 -3.4
O 0.232 2.122 0.497 0.8 1.0 -0.1
Lu -1.757 2.472 1.575 0.0 0.6 0.2
```
Positions in Å, forces in eV/Å.

## Properties
ΔE to the lowest compared entry with this formula, charge and spin ... 5.4 kJ/mol
Charge ... +3
Lowest unoccupied orbital energy (alpha / beta) ... -15.7 / -17.2 eV

The following is a quantum chemistry calculation of a molecular structure, C3H2LuO4, from the Open Molecules 2025 dataset.

```
10
Properties=species:S:1:pos:R:3:forces:R:3
H 2.604 -0.111 0.262 -0.9 -1.3 -1.2
C 1.306 -0.489 1.763 1.4 -1.5 -0.8
C 1.614 -0.610 0.444 1.6 2.0 2.4
O 0.507 -0.642 -0.409 -1.1 -0.6 0.5
C 0.092 0.513 -1.145 3.5 1.8 -2.8
O 0.857 1.069 -1.894 -1.5 -1.1 1.6
O -1.123 0.742 -0.848 -2.0 -0.1 1.1
Lu -1.436 -0.449 0.830 1.5 0.2 0.0
O 0.060 -0.441 2.208 -2.3 -0.1 -0.6
H 2.093 -0.722 2.494 -0.3 0.8 -0.1
```
Positions in Å, forces in eV/Å.

## Properties
ΔE to the lowest compared entry with this formula, charge and spin ... 78.6 kJ/mol
Charge ... +1
Lowest unoccupied orbital energy ... -6.9 eV

The following is a quantum chemistry calculation of a single C3H2N2 molecule, from the Open Molecules 2025 dataset.

```
7
Properties=species:S:1:pos:R:3:forces:R:3
C -1.467 -0.432 -0.492 -0.9 -0.6 0.3
C 1.404 1.112 0.251 -3.8 -5.7 -0.9
C -0.205 -0.799 0.002 -0.3 1.6 -1.0
N -2.574 -0.243 -0.770 0.4 0.2 -0.2
N 0.689 0.124 0.120 4.2 6.7 0.9
H 2.070 1.902 0.436 0.4 0.5 0.0
H 0.083 -1.665 0.453 0.0 -2.6 0.8
```
Positions in Å, forces in eV/Å.

## Properties
ΔE to the lowest compared entry with this formula, charge and spin ... 262.0 kJ/mol
Lowest unoccupied orbital energy ... 0.2 eV

The following is a quantum chemistry calculation of a single C3H2N2 molecule, from the Open Molecules 2025 dataset.

```
7
Properties=species:S:1:pos:R:3:forces:R:3
C 0.628 1.089 -0.259 -0.2 0.7 -0.9
C -0.130 1.072 -1.345 -0.3 -0.8 0.4
C 0.316 -0.031 0.498 1.4 0.0 2.0
N -1.189 -1.078 -0.593 -1.1 -0.2 -1.6
N -0.466 -1.075 0.440 0.0 -0.1 0.3
H 1.350 1.809 0.078 0.2 0.2 0.0
H -0.509 -1.784 1.181 0.1 0.2 -0.2
```
Positions in Å, forces in eV/Å.

## Properties
ΔE to the lowest compared entry with this formula, charge and spin ... 835.7 kJ/mol
Lowest unoccupied orbital energy (alpha / beta) ... -1.1 / -1.1 eV